Entry from the Open Molecules 2025 dataset: a molecular structure, C59H47BrClFGeNO4P3Zn (ωB97M-V with the def2-TZVPD basis set).

XYZ file:
```
119
C59H47BrClFGeNO4P3Zn | the Open Molecules 2025 dataset | ωB97M-V with the def2-TZVPD basis set
Zn 10.27438 14.98960 12.96652
F 14.58438 16.66510 15.11372
Ge 13.44244 16.15391 13.92686
C 12.17468 15.97956 15.52534
C 12.20074 17.23965 16.15216
C 12.81273 17.47505 17.38673
C 13.21906 16.40673 18.17237
C 13.21567 15.13827 17.62830
C 12.68013 14.91586 16.38817
P 11.53011 13.52279 16.28355
C 9.92664 14.13091 17.38707
C 9.99680 14.89479 18.51324
C 9.31428 15.95850 18.21318
C 7.34625 13.74211 19.27464
C 7.50658 13.24732 17.92352
C 8.77491 13.12594 17.14943
C 12.40476 12.17621 17.59164
C 11.68498 11.54277 18.60517
C 12.11933 10.52479 19.40702
C 13.56197 10.03820 19.42583
C 14.23497 10.57735 18.27048
C 13.75098 11.58570 17.48928
C 12.66228 17.88267 13.12442
C 13.34211 19.05608 13.51146
C 12.95575 20.32578 13.11320
C 11.92396 20.53219 12.19530
C 11.29961 19.37612 11.72070
C 11.59853 18.08996 12.25488
P 10.49076 16.88868 11.41846
C 10.83758 16.87006 9.61584
C 10.14559 16.18771 8.55622
C 10.53123 16.34102 7.25619
C 11.63786 17.09526 6.91629
C 12.40507 17.62404 7.92848
C 12.01072 17.48328 9.25021
C 8.82274 17.48331 11.61342
C 8.30623 17.64926 12.91687
C 6.93029 17.81806 13.15882
C 6.07297 17.78967 12.06288
C 6.56489 17.66179 10.72655
C 7.91527 17.53902 10.53440
C 14.69875 15.92417 12.47098
C 15.58604 17.01521 12.55623
C 16.53236 17.39907 11.58536
C 16.52723 16.70768 10.38867
C 15.64484 15.62660 10.27629
C 14.92690 15.13076 11.36239
P 14.48782 13.24738 11.25668
C 15.79998 12.59890 12.41389
C 16.66754 11.60064 11.98020
C 17.69692 11.21768 12.88336
C 17.79474 11.81519 14.17373
C 16.81155 12.70546 14.58234
C 15.83165 13.11046 13.69520
C 14.98870 12.69656 9.63006
C 14.09299 12.05410 8.72533
C 14.52835 11.64366 7.49437
C 15.77421 11.96824 6.95499
C 16.68290 12.69471 7.72629
C 16.22769 12.91883 8.99503
H 11.86530 18.10972 15.60293
H 12.77832 18.50107 17.72981
H 13.53264 16.55319 19.19341
H 13.47013 14.32226 18.28586
H 10.30410 14.54520 19.48646
H 8.95782 16.74613 17.70499
H 6.30607 14.17364 19.09083
H 6.77270 12.43774 17.72088
H 8.56488 12.64016 16.09716
H 10.48612 11.54733 18.45880
H 11.28712 10.18775 20.08118
H 13.97767 9.36027 20.19836
H 15.26900 10.42562 18.23156
H 14.40130 11.59064 16.63065
H 14.25058 18.94407 14.07354
H 13.48586 21.18200 13.50715
H 11.64151 21.52333 11.77624
H 10.40504 19.42196 11.13088
H 9.22939 15.60107 8.74650
H 9.98904 15.76165 6.51214
H 11.98861 17.10046 5.89506
H 13.35497 18.14085 7.74185
H 12.71172 17.76918 10.01268
H 9.03552 17.50014 13.74516
H 6.56029 17.84387 14.19363
H 5.01587 17.91649 12.28312
H 5.83526 17.64295 9.90388
H 8.28738 17.44372 9.48702
H 15.67143 17.54583 13.46034
H 17.25303 18.10057 11.87301
H 17.22505 16.91782 9.59271
H 15.74476 15.10672 9.33518
H 16.55288 11.04650 11.05038
H 18.37536 10.40781 12.63463
H 18.63004 11.63530 14.82033
H 16.83313 13.09656 15.63280
H 15.12877 13.88028 13.97200
H 13.10411 11.79354 8.99370
H 13.88697 11.08680 6.81694
H 15.92857 11.63118 5.95236
H 17.69967 12.98214 7.49620
H 16.88461 13.61933 9.49992
H 9.54067 14.42178 14.26788
O 5.39527 17.01652 5.81973
Cl 6.67323 17.06333 6.73096
O 8.22046 13.45109 20.19233
O 6.68150 15.98107 7.91508
O 6.84231 18.46702 7.38086
Br 12.14458 2.81165 10.47518
C 12.91011 4.13516 11.52442
C 13.80610 4.79611 10.45385
C 14.66137 5.77497 10.53864
N 14.32620 7.14192 12.78178
C 14.50788 6.80290 11.68328
C 12.43297 4.20958 12.77975
H 14.21047 4.31008 9.52145
H 15.48665 5.96866 10.02686
H 10.26441 19.66989 20.18468
H 11.78739 4.87535 13.27451
```

ΔE to the lowest compared entry with this formula, charge and spin (kcal per mole): 305.74
Charge: 0
HOMO-LUMO gap (alpha / beta) (eV): 5.49 / 5.49

Here are the Löwdin charges for atoms 1 to 99, given in e:
1 Zn 0.629
2 F -0.229
3 Ge 0.947
4 C -0.295
5 C -0.127
6 C -0.052
7 C -0.043
8 C -0.114
9 C -0.491
10 P 1.071
11 C -0.350
12 C -0.316
13 C 0.289
14 C -0.253
15 C -0.098
16 C -0.071
17 C -0.267
18 C -0.183
19 C -0.089
20 C -0.002
21 C -0.136
22 C -0.117
23 C -0.247
24 C -0.112
25 C -0.062
26 C -0.042
27 C -0.090
28 C -0.375
29 P 0.993
30 C -0.314
31 C -0.074
32 C -0.074
33 C -0.060
34 C -0.070
35 C -0.121
36 C -0.411
37 C -0.127
38 C -0.082
39 C -0.051
40 C -0.036
41 C -0.079
42 C -0.285
43 C -0.108
44 C -0.043
45 C -0.051
46 C -0.104
47 C -0.330
48 P 1.102
49 C -0.370
50 C -0.083
51 C -0.054
52 C -0.080
53 C -0.092
54 C -0.122
55 C -0.401
56 C -0.086
57 C -0.094
58 C -0.063
59 C -0.061
60 C -0.159
61 H 0.097
62 H 0.109
63 H 0.114
64 H 0.101
65 H 0.110
66 H 0.032
67 H 0.131
68 H 0.104
69 H 0.112
70 H 0.142
71 H 0.106
72 H 0.096
73 H 0.077
74 H 0.086
75 H 0.091
76 H 0.107
77 H 0.126
78 H 0.101
79 H 0.111
80 H 0.122
81 H 0.111
82 H 0.115
83 H 0.093
84 H 0.089
85 H 0.109
86 H 0.105
87 H 0.112
88 H 0.086
89 H 0.070
90 H 0.092
91 H 0.109
92 H 0.081
93 H 0.102
94 H 0.097
95 H 0.093
96 H 0.123
97 H 0.058
98 H 0.088
99 H 0.108

---

Entry from the Open Molecules 2025 dataset: a molecular structure, C59H49AgAsF5N6O2S (ωB97M-V with the def2-TZVPD basis set).

XYZ file:
```
124
C59H49AgAsF5N6O2S | the Open Molecules 2025 dataset | ωB97M-V with the def2-TZVPD basis set
Ag 0.49394 0.24675 0.45940
N -2.51072 5.05138 5.10988
C -2.71133 6.00899 6.07736
C -3.43674 6.02021 7.26354
C -3.44698 7.20341 7.98108
C -2.75419 8.33650 7.52323
C -2.03143 8.31092 6.34237
C -2.00760 7.12835 5.60889
N -1.38956 6.83958 4.40254
C -1.70359 5.60165 4.15008
C -1.30204 4.82005 2.96797
C -0.13878 5.12153 2.29526
C 0.25864 4.29974 1.25144
N -0.45057 3.25478 0.82383
C -1.62153 3.03122 1.42275
C -2.07884 3.76332 2.50290
H -2.73352 4.07316 5.16651
H -3.97292 5.14532 7.61143
H -3.99891 7.25561 8.91172
H -2.78906 9.24750 8.10806
H -1.48922 9.18103 5.99152
H 0.48693 5.93877 2.62717
H 1.19903 4.48344 0.74287
H -2.20775 2.20377 1.03479
H -3.02712 3.50382 2.95874
F 1.05796 -2.72084 -1.21393
C 1.93256 -1.83991 -1.82388
C 1.87960 -0.50826 -1.52480
C 2.81514 0.23125 -2.19902
F 2.91959 1.58589 -2.00697
C 3.72009 -0.28201 -3.11187
F 4.62120 0.49872 -3.74942
C 3.69985 -1.63489 -3.38913
F 4.56126 -2.16442 -4.28050
C 2.78634 -2.43412 -2.73360
F 2.74899 -3.75654 -3.00882
C -1.73543 3.86932 -3.76143
N -1.75602 2.58797 -3.10450
C -2.84977 1.64807 -3.15169
C -2.38799 0.60488 -2.12860
O -3.03187 -0.40658 -1.89871
N -1.20190 0.98784 -1.58618
C -0.87771 2.14568 -2.16928
N 0.26048 2.77388 -1.91829
H -2.25423 3.78849 -4.71572
H -0.70850 4.17091 -3.97259
H -2.21780 4.65397 -3.16952
H -2.94954 1.18512 -4.13711
H -3.80734 2.08128 -2.85547
H 0.78485 2.42767 -1.12024
H 0.35982 3.75133 -2.12228
O -2.05335 0.13982 2.94637
S -1.71816 -0.57536 1.66811
C -3.21061 -1.60328 1.32676
C -2.91893 -3.05311 1.72491
C -1.77587 -3.01022 2.73949
C -0.76002 -2.04981 2.13238
H -3.47646 -1.48196 0.27487
H -3.96043 -1.13639 1.96475
H -2.59818 -3.60304 0.84317
H -3.80758 -3.54879 2.11935
H -1.35064 -3.99681 2.93454
H -2.12985 -2.59582 3.68674
H -0.30834 -2.44517 1.21620
H 0.01736 -1.69888 2.80853
C -0.54022 -0.98039 -6.13136
C -1.38860 -2.08168 -6.19359
C -1.75378 -2.74778 -5.02998
C -1.28052 -2.31831 -3.79018
C -0.42892 -1.21574 -3.73798
C -0.05519 -0.55261 -4.90264
As -1.76742 -3.12866 -2.07469
C -3.62798 -3.67324 -2.52016
C -4.47391 -2.81389 -3.22733
C -5.79679 -3.15762 -3.47914
C -6.31010 -4.36490 -3.01888
C -5.48790 -5.21909 -2.29744
C -4.16265 -4.87272 -2.04989
C -0.94196 -4.91013 -2.34291
C -0.93834 -5.76740 -1.24073
C -0.42402 -7.05524 -1.32848
C 0.12657 -7.50139 -2.52294
C 0.17900 -6.64168 -3.61285
C -0.34736 -5.35810 -3.52257
H -0.25855 -0.46098 -7.03973
H -1.76739 -2.42193 -7.14946
H -2.42100 -3.59914 -5.09047
H -0.04782 -0.87125 -2.77994
H 0.61917 0.29395 -4.83961
H -4.09600 -1.85923 -3.56816
H -6.43120 -2.47348 -4.03208
H -7.34118 -4.63421 -3.21501
H -5.87493 -6.15941 -1.92203
H -3.54124 -5.56178 -1.49187
H -1.32770 -5.41896 -0.28968
H -0.44132 -7.70412 -0.45996
H 0.53059 -8.50449 -2.59750
H 0.63970 -6.96784 -4.53833
H -0.27444 -4.69843 -4.37645
C 1.86009 0.99142 1.87568
C 2.18926 1.98262 2.53130
C 2.45723 3.11537 3.36392
C 3.34264 4.14689 2.85567
C 4.21310 3.87344 1.76755
C 5.02402 4.84867 1.21074
C 5.01895 6.16097 1.69054
C 4.14969 6.46709 2.73333
C 3.33104 5.49704 3.29797
C 1.78775 3.17296 4.64453
C 2.17477 4.01362 5.72448
C 1.47766 4.04057 6.92493
C 0.36495 3.22695 7.13868
C -0.00984 2.36070 6.10991
C 0.67454 2.32575 4.90527
H 4.21420 2.86684 1.36437
H 5.67386 4.58284 0.38130
H 5.65103 6.92320 1.24856
H 4.09746 7.48537 3.10891
H 2.64267 5.78964 4.07992
H 3.06076 4.62623 5.62104
H 1.81398 4.70506 7.71637
H -0.17790 3.25666 8.07752
H -0.86159 1.69787 6.24868
H 0.36722 1.63732 4.12423
```

ΔE to the lowest compared entry with this formula, charge and spin (kcal per mole): 33.95
Charge: -2
HOMO-LUMO gap (eV): 3.40

Here are the Löwdin charges for atoms 1 to 99, given in e:
1 Ag 0.556
2 N 0.177
3 C -0.193
4 C -0.032
5 C -0.121
6 C -0.120
7 C -0.030
8 C -0.231
9 N 0.182
10 C -0.269
11 C -0.147
12 C 0.001
13 C -0.123
14 N 0.062
15 C -0.154
16 C -0.017
17 H 0.154
18 H 0.103
19 H 0.087
20 H 0.086
21 H 0.104
22 H 0.110
23 H 0.112
24 H 0.078
25 H 0.106
26 F -0.030
27 C -0.294
28 C -0.033
29 C -0.261
30 F 0.016
31 C -0.164
32 F 0.072
33 C -0.159
34 F 0.079
35 C -0.165
36 F 0.076
37 C -0.041
38 N -0.096
39 C -0.047
40 C -0.491
41 O -0.025
42 N 0.155
43 C -0.413
44 N 0.217
45 H 0.085
46 H 0.083
47 H 0.091
48 H 0.129
49 H 0.129
50 H 0.073
51 H 0.104
52 O -0.542
53 S 0.806
54 C -0.294
55 C -0.244
56 C -0.240
57 C -0.333
58 H 0.052
59 H 0.085
60 H 0.058
61 H 0.105
62 H 0.106
63 H 0.107
64 H 0.075
65 H 0.087
66 C -0.100
67 C -0.099
68 C -0.132
69 C -0.374
70 C -0.117
71 C -0.068
72 As 1.383
73 C -0.355
74 C -0.121
75 C -0.096
76 C -0.117
77 C -0.106
78 C -0.111
79 C -0.368
80 C -0.142
81 C -0.099
82 C -0.108
83 C -0.092
84 C -0.092
85 H 0.092
86 H 0.092
87 H 0.103
88 H 0.053
89 H 0.107
90 H 0.084
91 H 0.095
92 H 0.089
93 H 0.093
94 H 0.082
95 H 0.086
96 H 0.095
97 H 0.091
98 H 0.096
99 H 0.087

---

Entry from the Open Molecules 2025 dataset: 2 unconnected molecules or ions with the total composition C59H49N2O2Si (ωB97M-V with the def2-TZVPD basis set).

XYZ file:
```
113
C59H49N2O2Si | the Open Molecules 2025 dataset | ωB97M-V with the def2-TZVPD basis set
C -8.21290 0.09077 -4.43782
C -8.39865 0.23320 -3.05687
C -7.76069 -0.64050 -2.17579
C -6.95207 -1.65854 -2.68804
N -6.29956 -2.53848 -1.77320
C -6.85027 -3.83790 -1.56808
C -6.37197 -4.91162 -2.33070
C -7.05201 -6.13144 -2.30833
C -8.16817 -6.29874 -1.48213
C -8.58831 -5.24973 -0.65483
C -7.95606 -4.00499 -0.72625
C -5.03787 -2.16922 -1.27361
C -4.82510 -2.12008 0.11676
C -3.65047 -1.59347 0.61609
C -2.55586 -1.30122 -0.24167
C -1.30582 -0.83510 0.28203
C -0.06377 -1.38101 -0.14591
C 1.17195 -0.73887 0.15741
C 2.35858 -1.18884 -0.38601
C 2.39441 -2.36506 -1.17646
N 3.57957 -2.75044 -1.79378
C 3.80626 -4.07854 -2.25908
C 4.04670 -4.30805 -3.62427
C 4.30200 -5.60644 -4.07745
C 4.42021 -6.66115 -3.16296
C 4.22917 -6.41951 -1.79840
C 3.88552 -5.14153 -1.34997
C 4.56410 -1.76409 -2.05350
C 5.87374 -1.95802 -1.60411
C 6.84333 -0.98822 -1.86810
C 6.53362 0.10356 -2.69098
C 5.21800 0.30599 -3.12100
C 4.22040 -0.60802 -2.77014
C 1.21533 -3.12414 -1.32607
C 0.01055 -2.60978 -0.88141
C -2.75845 -1.46022 -1.64319
C -3.99201 -1.83284 -2.14866
C -6.77627 -1.82396 -4.05988
C -7.38703 -0.92254 -4.93769
H -8.71263 0.77333 -5.12897
H -9.04597 1.01356 -2.65811
H -7.88551 -0.56847 -1.09376
H -5.50001 -4.75474 -2.97013
H -6.70665 -6.94514 -2.95018
H -8.70734 -7.24869 -1.47886
H -9.42330 -5.39201 0.03259
H -8.31041 -3.15304 -0.14136
H -5.63099 -2.45959 0.77020
H -3.53662 -1.42459 1.68603
H -1.33476 -0.23223 1.19338
H 1.17500 0.14465 0.79957
H 3.28378 -0.63926 -0.19693
H 4.02175 -3.46900 -4.32317
H 4.42479 -5.79024 -5.14699
H 4.66086 -7.66562 -3.51778
H 4.34846 -7.22690 -1.07610
H 3.72386 -4.94416 -0.28982
H 6.11282 -2.85183 -1.02675
H 7.84405 -1.09684 -1.44727
H 7.32108 0.80253 -2.98704
H 4.95356 1.17164 -3.73558
H 3.18420 -0.44857 -3.06732
H 1.24948 -4.09776 -1.81771
H -0.90871 -3.15561 -1.08241
H -1.94684 -1.23762 -2.33573
H -4.16167 -1.90905 -3.22583
H -6.15815 -2.64955 -4.41917
H -7.22165 -1.03360 -6.00951
C 2.23507 2.10694 7.34640
C 2.64472 3.40227 7.01894
C 2.61756 3.82812 5.68272
C 2.20213 2.96582 4.65163
Si 2.28527 3.59121 2.90282
C 1.88195 5.40867 2.85269
C 1.02835 5.99933 3.79530
C 0.76472 7.37429 3.76947
C 1.36900 8.18942 2.80951
C 2.23993 7.61792 1.87985
C 2.50411 6.24139 1.90825
C 3.96500 3.28909 2.15687
C 5.07459 3.90104 2.77104
C 6.37339 3.72347 2.26968
C 6.58518 2.91971 1.14473
C 5.49229 2.29037 0.53687
C 4.19687 2.47569 1.03594
O 1.22700 2.57794 1.91709
C 0.00041 2.82563 1.50859
C -0.75172 2.18215 0.54472
C -1.91251 3.03378 0.25859
C -1.87630 4.08244 1.35467
O -0.60994 3.86499 2.05771
C 1.80732 1.66255 4.99268
C 1.82692 1.23617 6.32890
H 2.23520 1.78158 8.38820
H 2.98475 4.08521 7.79920
H 2.91362 4.85133 5.44798
H 0.57604 5.38618 4.57570
H 0.09209 7.80936 4.50838
H 1.16837 9.26135 2.79354
H 2.72516 8.24702 1.13388
H 3.21699 5.81365 1.20242
H 4.92718 4.52879 3.65139
H 7.22044 4.21101 2.75794
H 7.59344 2.78477 0.74710
H 5.65306 1.64848 -0.33256
H 3.36267 1.98066 0.53524
H -0.39835 1.35288 -0.04543
H -1.84674 3.51358 -0.72247
H -2.85885 2.49075 0.29218
H -1.87891 5.10181 0.96858
H -2.68575 3.95082 2.07317
H 1.48106 0.96965 4.21429
H 1.52463 0.21789 6.58440
```

ΔE to the lowest compared entry with this formula, charge and spin (kcal per mole): 0.00
Charge: +1
HOMO-LUMO gap (eV): 5.21

Here are the Löwdin charges for atoms 1 to 99, given in e:
1 C -0.078
2 C -0.070
3 C -0.007
4 C -0.230
5 N -0.036
6 C -0.223
7 C -0.015
8 C -0.074
9 C -0.079
10 C -0.070
11 C -0.012
12 C -0.178
13 C 0.022
14 C 0.006
15 C -0.218
16 C 0.080
17 C -0.198
18 C 0.018
19 C 0.018
20 C -0.158
21 N 0.021
22 C -0.238
23 C 0.001
24 C -0.064
25 C -0.072
26 C -0.067
27 C -0.019
28 C -0.246
29 C 0.004
30 C -0.063
31 C -0.085
32 C -0.069
33 C -0.020
34 C 0.024
35 C 0.015
36 C -0.010
37 C 0.020
38 C -0.022
39 C -0.068
40 H 0.108
41 H 0.107
42 H 0.118
43 H 0.115
44 H 0.108
45 H 0.108
46 H 0.108
47 H 0.115
48 H 0.127
49 H 0.126
50 H 0.130
51 H 0.111
52 H 0.122
53 H 0.124
54 H 0.111
55 H 0.110
56 H 0.110
57 H 0.125
58 H 0.126
59 H 0.112
60 H 0.112
61 H 0.114
62 H 0.125
63 H 0.126
64 H 0.123
65 H 0.127
66 H 0.119
67 H 0.114
68 H 0.107
69 C -0.081
70 C -0.072
71 C -0.100
72 C -0.227
73 Si 0.726
74 C -0.240
75 C -0.099
76 C -0.073
77 C -0.079
78 C -0.077
79 C -0.078
80 C -0.230
81 C -0.082
82 C -0.073
83 C -0.079
84 C -0.078
85 C -0.082
86 O -0.053
87 C -0.433
88 C -0.056
89 C -0.183
90 C -0.093
91 O -0.003
92 C -0.081
93 C -0.081
94 H 0.106
95 H 0.107
96 H 0.100
97 H 0.108
98 H 0.106
99 H 0.107